# 1
Below is C12H26N4O7Zn as an isolated structure at a distorted geometry, with properties calculated with ωB97M-V/def2-TZVPD.

```
! RIJCOSX wB97M-V def2-TZVPD def2/J DEFGRID3
* xyz 0 1
O 1.663 -0.533 -4.171
H 1.095 0.233 -4.600
Zn -0.607 -0.009 -2.126
N -0.335 1.739 -0.222
N 1.623 0.645 -1.546
N -1.520 -0.877 -0.193
N 0.285 -1.854 -1.709
O -1.189 2.033 0.699
O -2.027 -0.372 0.944
O 1.513 -2.228 -2.013
O 2.638 -0.084 -1.734
C 1.894 1.840 -0.926
C 0.826 2.430 -0.199
C -1.432 -2.209 -0.158
C -0.387 -2.751 -0.968
C 1.015 3.646 0.641
H 1.549 3.407 1.575
H 0.024 4.051 0.878
H 1.602 4.397 0.095
C 3.264 2.408 -1.011
H 3.428 2.821 -2.021
H 4.024 1.635 -0.844
H 3.405 3.212 -0.278
C -2.187 -3.028 0.820
C -0.003 -4.183 -0.927
H -3.027 -2.444 1.198
H -1.574 -3.356 1.672
H -2.578 -3.921 0.328
H 0.799 -4.391 -1.643
H -0.884 -4.787 -1.182
H 0.324 -4.503 0.072
H -1.803 0.648 0.880
H 2.047 -1.381 -2.226
C -2.224 0.916 -2.406
H -2.195 1.969 -2.577
H -3.158 0.608 -1.918
H -2.500 0.306 -3.348
O -3.614 3.467 0.066
H -4.372 2.901 0.209
H -2.897 2.873 0.357
C 0.721 0.742 3.266
C 0.842 -0.512 2.426
C 0.752 -1.813 3.174
O 0.948 -0.460 1.205
H 0.565 0.496 4.325
H -0.134 1.330 2.899
H 1.634 1.352 3.163
H -0.262 -2.214 3.067
H 1.467 -2.526 2.753
H 0.962 -1.666 4.236
*
```

Results
* electronic energy: -81564.4957 eV
* relative energy (zero: lowest compared OMol25 entry of this formula, charge and spin): 83.30 kcal per mole
* lowest unoccupied orbital energy (alpha / beta): -3.19 / -3.14 eV
* max |F|: 3.86 eV Å⁻¹



# 2
Below is an isolated ion of composition C12H26N5O3 and charge +1 at a distorted geometry, with properties calculated with ωB97M-V/def2-TZVPD.

```
! RIJCOSX wB97M-V def2-TZVPD def2/J DEFGRID3
* xyz 1 1
C -0.788 -0.584 -5.015
C -0.718 0.327 -3.687
C -0.797 -0.500 -2.335
O 0.408 -0.368 -1.513
C 0.388 -1.491 -0.633
N 1.051 -1.248 0.667
C 0.518 -1.508 1.951
C -0.901 -2.070 2.380
C -1.697 -0.819 3.023
C -2.580 -0.036 1.944
O -3.968 -0.190 2.359
C -4.284 0.831 3.347
N 1.446 -1.195 2.991
N 2.495 -0.729 2.287
N 2.268 -0.746 0.977
C 3.296 -0.280 0.018
C 3.469 1.321 -0.017
O 3.104 1.955 1.211
C 2.588 1.999 -1.187
N 1.377 2.604 -0.546
H -0.790 -1.694 -4.765
H -1.758 -0.380 -5.581
H 0.069 -0.350 -5.713
H -1.564 1.086 -3.798
H 0.251 0.908 -3.747
H -1.028 -1.577 -2.603
H -1.715 -0.119 -1.763
H 0.769 -2.460 -1.108
H -0.710 -1.700 -0.390
H -0.757 -2.884 3.150
H -1.443 -2.532 1.499
H -2.284 -1.190 3.912
H -0.914 -0.080 3.395
H -2.417 -0.375 0.876
H -2.386 1.092 1.948
H -5.320 0.554 3.736
H -3.579 0.831 4.231
H -4.326 1.835 2.803
H 4.293 -0.683 0.404
H 3.175 -0.708 -1.030
H 4.573 1.554 -0.197
H 3.884 2.202 1.738
H 2.335 1.258 -2.008
H 3.209 2.875 -1.570
H 0.656 1.881 -0.490
H 1.104 3.384 -1.148
*
```

Results
* electronic energy: -26446.4471 eV
* structure (SMILES): CCCOCn1c(CCCOC)nn[n+]1C[C@H](O)CN
* lowest unoccupied orbital energy: -3.88 eV
* max |F|: 5.85 eV Å⁻¹



# 3
Below is C12H26N6O5SV as an isolated structure, with properties calculated with ωB97M-V/def2-TZVPD.

```
! RIJCOSX wB97M-V def2-TZVPD def2/J DEFGRID3
* xyz 0 4
V -0.138 0.191 1.092
N 1.599 1.562 1.454
C 1.205 2.917 1.020
C -0.244 3.146 1.407
N -1.104 2.224 0.631
C -1.477 2.795 -0.689
C -1.322 1.797 -1.822
N -2.287 0.713 -1.692
H 1.713 1.547 2.465
H 2.493 1.313 1.045
H 1.301 2.956 -0.068
H 1.845 3.695 1.443
H -0.521 4.191 1.237
H -0.377 2.927 2.466
H -1.950 2.077 1.171
H -0.853 3.671 -0.882
H -2.514 3.141 -0.659
H -0.319 1.367 -1.778
H -1.398 2.343 -2.772
H -1.879 -0.139 -2.064
H -3.144 0.919 -2.189
C 2.442 -0.961 -3.605
C 2.185 -1.608 -2.248
C 2.115 -3.126 -2.370
O 3.242 -1.265 -1.360
C 0.846 -1.086 -1.688
O -0.193 -1.341 -2.301
O 0.945 -0.423 -0.598
H 3.397 -1.313 -3.996
H 2.492 0.125 -3.502
H 1.648 -1.214 -4.306
H 3.065 -3.502 -2.751
H 1.312 -3.416 -3.044
H 1.937 -3.576 -1.391
H 2.807 -0.729 -0.680
N 0.853 -1.380 2.314
N 0.891 -0.862 3.638
C -0.184 0.013 4.007
O -0.416 0.124 5.198
O -0.719 0.647 3.029
H 0.331 -2.253 2.272
H 1.801 -1.575 2.011
H 1.067 -1.547 4.360
S -4.092 -2.195 1.654
C -3.359 -2.695 0.189
C -2.206 -2.013 -0.008
N -1.906 -1.099 0.977
C -2.823 -1.090 1.909
H -3.800 -3.447 -0.442
H -1.543 -2.101 -0.857
H -2.767 -0.443 2.772
*
```

Results
* electronic energy: -68570.9495 eV
* relative energy (zero: lowest compared OMol25 entry of this formula, charge and spin): 0.00 kcal per mole
* lowest unoccupied orbital energy (alpha / beta): 0.33 / 0.32 eV
* max |F|: 0.36 eV Å⁻¹



# 4
Below is C12H27BF2MnOS4SbSi3 as an isolated structure, with properties calculated with ωB97M-V/def2-TZVPD.

```
! RIJCOSX wB97M-V def2-TZVPD def2/J DEFGRID3
* xyz -1 6
Mn 1.561 1.187 2.126
O -2.013 4.575 6.869
C -1.453 3.962 5.989
S -0.776 4.701 4.541
C -0.097 3.243 3.815
C -0.257 2.102 4.511
S 0.285 0.486 4.110
S -1.119 2.234 6.046
S 0.698 3.488 2.277
C -3.472 -0.336 0.472
Si -2.358 0.087 -0.974
C -2.773 1.824 -1.550
C -2.711 -1.109 -2.377
Sb 0.046 0.109 -0.154
Si 1.353 0.526 -2.307
C 1.107 2.344 -2.700
C 3.167 0.205 -1.982
C 0.805 -0.480 -3.803
Si 0.441 -2.382 0.290
C -0.644 -2.819 1.752
C 2.236 -2.621 0.767
C 0.050 -3.537 -1.146
H -4.504 -0.075 0.220
H -3.188 0.219 1.368
H -3.444 -1.400 0.715
H -3.856 1.921 -1.673
H -2.303 2.059 -2.508
H -2.444 2.567 -0.822
H -3.771 -1.018 -2.636
H -2.523 -2.145 -2.093
H -2.125 -0.887 -3.269
H 1.291 2.958 -1.815
H 0.090 2.548 -3.042
H 1.800 2.664 -3.484
H 3.521 0.758 -1.111
H 3.747 0.519 -2.855
H 3.371 -0.852 -1.800
H -0.086 -0.049 -4.262
H 0.587 -1.519 -3.554
H 1.603 -0.476 -4.551
H -0.445 -2.146 2.590
H -0.435 -3.843 2.077
H -1.706 -2.749 1.514
H 2.555 -1.895 1.517
H 2.906 -2.516 -0.089
H 2.363 -3.625 1.182
H -1.019 -3.748 -1.212
H 0.569 -4.488 -0.992
H 0.374 -3.132 -2.104
F 4.729 0.095 1.273
B 3.836 0.837 1.960
F 4.434 1.627 2.884
*
```

Results
* electronic energy: -125881.9852 eV
* relative energy (zero: lowest compared OMol25 entry of this formula, charge and spin): 0.00 kcal per mole
* lowest unoccupied orbital energy (alpha / beta): 2.35 / 2.34 eV
* max |F|: 0.74 eV Å⁻¹



# 5
Below is a 4-piece molecular cluster, C12H27BNO4S overall at a distorted geometry, with properties calculated with ωB97M-V/def2-TZVPD.

```
! RIJCOSX wB97M-V def2-TZVPD def2/J DEFGRID3
* xyz 1 1
C -5.058 -2.716 1.161
C -3.688 -2.404 1.270
C -3.079 -1.371 0.200
S -3.338 0.317 0.922
B -1.777 1.369 0.856
N -0.426 0.942 1.317
O -1.895 2.714 0.352
H -5.618 -2.492 0.207
H -5.629 -3.147 2.049
H -3.077 -2.842 2.110
H -1.998 -1.607 -0.070
H -3.680 -1.558 -0.758
H -3.608 0.111 2.281
H 0.232 1.464 0.697
H -0.312 1.427 2.232
H -2.581 2.660 -0.350
C 1.463 -0.543 -3.326
C 0.415 -0.260 -2.285
O 0.020 -1.129 -1.530
C -0.130 1.140 -2.211
H 1.761 -1.591 -3.264
H 1.057 -0.353 -4.322
H 2.340 0.083 -3.150
H -0.607 1.403 -3.157
H 0.675 1.843 -1.984
H -0.874 1.191 -1.414
C 3.844 4.347 0.792
C 2.695 3.951 -0.094
O 2.010 2.974 0.157
C 2.424 4.807 -1.302
H 3.921 3.642 1.622
H 4.776 4.324 0.225
H 3.673 5.346 1.197
H 3.293 4.804 -1.962
H 2.190 5.827 -0.989
H 1.568 4.404 -1.847
C 1.134 -2.705 1.011
C 0.292 -3.902 1.362
O -0.918 -3.893 1.214
C 1.002 -5.113 1.903
H 0.493 -1.908 0.634
H 1.655 -2.344 1.901
H 1.854 -2.971 0.235
H 1.517 -4.857 2.832
H 1.716 -5.486 1.166
H 0.273 -5.897 2.112
*
```

Results
* electronic energy: -34066.9647 eV
* lowest unoccupied orbital energy: -4.04 eV
* max |F|: 4.52 eV Å⁻¹



# 6
Below is an isolated ion of composition C12H27N2O and charge +1, with properties calculated with ωB97M-V/def2-TZVPD.

```
! RIJCOSX wB97M-V def2-TZVPD def2/J DEFGRID3
* xyz 1 1
C 3.850 0.250 0.267
C 3.902 -1.193 0.773
C 2.596 -1.979 0.595
C 1.882 -1.771 -0.752
C 0.466 -1.204 -0.605
C -0.528 -2.315 -0.264
C -1.951 -1.883 0.139
N -2.262 -0.449 -0.151
C -3.731 -0.166 -0.303
O -3.817 1.231 -0.263
C -2.618 1.765 0.289
N -1.846 2.289 -0.803
C -0.834 3.283 -0.434
C 0.521 2.666 -0.082
C -1.944 0.551 0.905
H 4.083 0.312 -0.796
H 2.858 0.683 0.400
H 4.577 0.871 0.785
H 4.134 -1.173 1.839
H 4.730 -1.725 0.306
H 1.926 -1.729 1.421
H 2.824 -3.039 0.709
H 1.804 -2.733 -1.263
H 2.458 -1.125 -1.409
H 0.491 -0.459 0.191
H 0.176 -0.714 -1.537
H -0.123 -2.924 0.543
H -0.610 -2.963 -1.136
H -2.680 -2.475 -0.410
H -2.139 -2.022 1.201
H -1.836 -0.118 -1.024
H -4.243 -0.628 0.540
H -4.101 -0.532 -1.255
H -2.851 2.508 1.058
H -2.470 2.644 -1.512
H -0.708 3.951 -1.283
H -1.190 3.902 0.396
H 0.662 1.749 -0.654
H 1.324 3.358 -0.318
H 0.603 2.429 0.979
H -0.887 0.625 1.122
H -2.496 0.252 1.795
*
```

Results
* electronic energy: -17902.9995 eV
* relative energy (zero: lowest compared OMol25 entry of this formula, charge and spin): 4.01 kcal per mole
* structure (SMILES): CCCCCCC[N@H+]1CO[C@H](NCC)C1
* lowest unoccupied orbital energy: -2.43 eV
* max |F|: 0.54 eV Å⁻¹



# 7
Below is a 2-piece molecular cluster, C12H27N2O3S overall at a distorted geometry, with properties calculated with ωB97M-V/def2-TZVPD.

```
! RIJCOSX wB97M-V def2-TZVPD def2/J DEFGRID3
* xyz 1 1
C 3.547 -3.166 -0.399
O 2.393 -2.346 0.002
C 2.495 -0.959 -0.483
S 0.803 -0.537 -1.264
C 0.394 1.172 -0.618
O -0.234 -1.746 -0.656
C -1.617 -1.273 -0.492
C -2.397 -0.954 -1.920
N -3.858 -1.389 -1.681
C -4.605 -0.341 -0.884
C -5.782 -0.923 0.098
C -5.630 -2.502 0.510
O -5.829 -0.163 1.391
H 4.568 -2.594 -0.450
H 3.688 -4.005 0.437
H 3.327 -3.746 -1.415
H 2.580 -0.272 0.487
H 3.394 -0.750 -1.203
H -0.768 1.397 -0.634
H 0.947 2.053 -1.199
H 0.758 1.223 0.502
H -2.221 -2.181 -0.007
H -1.729 -0.388 0.301
H -2.377 0.212 -2.165
H -1.959 -1.553 -2.836
H -4.325 -1.563 -2.618
H -3.882 0.332 -0.215
H -5.155 0.351 -1.686
H -6.823 -0.786 -0.429
H -6.374 -3.146 -0.166
H -4.544 -2.934 0.444
H -6.076 -2.599 1.613
H -5.231 -0.610 2.070
C 3.563 3.151 2.459
C 4.954 3.085 1.840
C 4.960 3.371 0.339
C 4.241 2.345 -0.428
N 3.668 1.537 -1.034
H 2.902 2.385 2.042
H 3.624 2.986 3.539
H 3.105 4.131 2.291
H 5.391 2.099 2.040
H 5.592 3.824 2.340
H 5.999 3.411 -0.008
H 4.523 4.357 0.144
*
```

Results
* electronic energy: -32826.5089 eV
* lowest unoccupied orbital energy: -3.55 eV
* max |F|: 3.22 eV Å⁻¹



# 8
Below is a 3-piece molecular cluster, C12H27N3O7P overall at a distorted geometry, with properties calculated with ωB97M-V/def2-TZVPD.

```
! RIJCOSX wB97M-V def2-TZVPD def2/J DEFGRID3
* xyz 1 1
N 0.862 3.223 1.201
C 0.782 1.949 0.876
N 1.404 1.023 1.634
C 1.576 -0.367 1.155
C 0.650 -0.788 0.001
C -0.484 0.208 -0.181
P -1.872 0.112 1.035
O -3.139 0.680 0.553
N 0.034 1.590 -0.204
H 0.403 3.919 0.634
H 1.379 3.528 2.012
H 1.154 1.090 2.614
H 2.610 -0.477 0.834
H 1.466 -1.021 2.016
H 1.217 -0.838 -0.927
H 0.269 -1.794 0.172
H -0.993 0.058 -1.133
H -1.326 0.739 2.178
H -1.860 -1.256 1.364
H 0.394 1.891 -1.103
C 6.247 -5.554 2.755
C 6.819 -4.573 1.759
O 5.915 -3.466 1.513
C 5.884 -2.541 2.458
O 6.538 -2.499 3.464
O 4.998 -1.594 2.087
C 4.851 -0.536 3.030
H 5.273 -5.914 2.423
H 6.917 -6.409 2.844
H 6.142 -5.097 3.737
H 6.945 -5.028 0.779
H 7.778 -4.175 2.086
H 5.801 -0.072 3.288
H 4.380 -0.895 3.945
H 4.211 0.194 2.537
C -5.158 1.927 -1.472
C -5.032 3.096 -2.423
O -5.210 2.702 -3.796
C -6.478 2.508 -4.169
O -7.450 2.681 -3.481
O -6.483 2.133 -5.446
C -7.788 1.883 -5.985
H -4.470 1.129 -1.749
H -4.921 2.243 -0.458
H -6.173 1.533 -1.484
H -4.025 3.512 -2.401
H -5.737 3.890 -2.181
H -8.434 2.745 -5.837
H -8.233 1.012 -5.508
H -7.632 1.698 -7.043
*
```

Results
* electronic energy: -40967.9666 eV
* lowest unoccupied orbital energy: -3.63 eV
* max |F|: 1.39 eV Å⁻¹